Entry 1:
46
Properties=species:S:1:pos:R:3:forces:R:3 method="wB97M-V/def2-TZVPD" energy_ev=-76692.401 s_squared=0.7510 multiplicity=2 e_homo_ev="-7.62 / -7.64" charge=0 fmax_ev_per_a=2.49 homo_lumo_gap_ev="7.600 / 7.621"
C 1.994843 -2.396383 -3.134328 0.3 -0.5 0.6
C 1.566269 -1.858477 -1.914125 0.0 -0.2 0.2
N 0.522290 -1.008082 -1.885316 0.3 0.2 0.0
C -0.095399 -0.622931 -3.013934 -0.4 0.2 -0.3
C 0.295375 -1.152879 -4.246521 -0.4 0.6 0.0
C 1.346737 -2.054104 -4.304823 -0.1 0.1 0.1
C 2.287847 -2.210195 -0.602131 0.3 -0.7 0.0
P 1.319833 -2.038885 0.970772 0.1 -0.2 -0.3
Yb -0.033650 0.039505 0.185953 -0.6 1.3 2.1
P -1.236888 1.618807 -1.531086 0.2 -0.2 -0.2
C -1.267219 0.392052 -2.936091 -0.1 0.2 -0.4
O 4.444638 -0.534218 0.002695 0.8 1.1 0.1
O 3.179502 1.273834 1.652250 -0.7 0.7 -0.8
H 2.814626 -3.121418 -3.124973 -0.3 0.4 -0.1
H -0.222458 -0.814299 -5.146252 0.2 -0.2 0.3
H 1.651097 -2.482100 -5.254063 0.0 0.1 0.1
C 0.332141 -3.558320 1.131532 0.1 -0.1 0.3
C 2.423400 -1.922315 2.398565 0.3 -0.3 0.0
H -1.262744 1.042655 -3.829034 -0.1 -0.7 -0.1
H -2.241500 -0.135292 -2.880227 0.6 0.1 -0.1
H 3.236959 -1.598418 -0.497396 -1.1 -0.6 -0.2
H 2.552315 -3.280673 -0.588339 0.3 0.3 -0.5
C -2.941493 2.107901 -1.164994 -0.2 0.2 -0.2
C -0.360104 3.071124 -2.187834 -0.2 0.1 0.1
H 2.574605 1.520497 0.851302 0.4 -0.5 1.1
H 2.687895 1.642790 2.407058 0.3 -0.3 -0.3
H 4.133702 0.158534 0.646514 0.3 -0.4 -0.5
H 5.003965 -0.092696 -0.663447 -0.4 -0.1 0.6
H -1.776985 -0.894719 0.209360 -0.4 -0.2 -0.4
H 1.401743 1.419621 0.015778 0.4 0.4 -0.5
H 0.960470 -4.432982 1.343818 -0.2 0.1 -0.1
H -0.349736 -3.373453 1.979310 0.1 -0.2 -0.4
H -0.263841 -3.720823 0.217779 0.2 0.1 0.4
H 3.032136 -2.827860 2.491072 0.1 0.2 0.1
H 3.046118 -1.017879 2.312391 -0.3 -0.4 0.0
H 1.774646 -1.815139 3.282105 0.2 0.0 -0.3
H -0.908035 3.568863 -2.997732 0.2 0.0 0.1
H -0.239455 3.752178 -1.329259 0.1 -0.1 -0.4
H 0.637274 2.742005 -2.520078 -0.4 0.2 0.1
H -3.386175 2.673861 -1.988897 -0.1 -0.1 0.1
H -3.531270 1.208874 -0.937631 0.2 0.3 0.0
H -2.890221 2.736271 -0.262173 -0.1 -0.2 -0.3
F 0.306291 1.091225 3.380815 -0.3 0.4 0.3
C -0.603129 1.248503 2.342031 0.2 -1.1 -1.7
F -1.810281 0.761416 2.829236 0.4 0.6 0.4
F -0.784437 2.614822 2.190040 -0.1 -0.1 0.6

---

Entry 2:
47
Properties=species:S:1:pos:R:3:forces:R:3 method="wB97M-V/def2-TZVPD" de_lowest_kcal_mol=5.3 energy_ev=-41666.987 e_homo_ev=-10.10 charge=0 fmax_ev_per_a=1.25 homo_lumo_gap_ev=10.686
C 2.136631 0.605100 3.341284 -0.1 -0.4 0.6
C 0.716513 0.031287 3.469122 -0.2 0.2 0.0
C 0.162421 -0.509715 2.173356 0.2 0.2 -0.2
F 0.773427 -1.700566 1.830241 0.0 0.0 0.1
C -1.395680 -0.613765 2.130440 0.5 0.4 0.8
O -1.813262 0.577630 1.528751 -0.4 -0.5 -0.5
C -2.468988 0.456544 0.255918 0.0 0.6 -0.4
C -1.546471 0.066909 -0.912868 -0.7 -0.5 -0.1
C -2.203268 -1.063429 -1.731720 0.0 0.4 0.4
C -1.173182 1.266628 -1.783066 1.2 -0.1 -0.2
C -0.383588 2.316531 -0.966982 -0.2 0.1 -0.1
C -0.256635 0.771104 -2.924041 -0.5 -0.4 0.6
C -2.178009 -0.681273 3.482894 -0.7 -0.7 -0.1
O -2.857383 -1.976907 3.524689 0.1 0.1 -0.2
S -2.031601 -2.930339 2.575139 0.2 -1.1 0.5
O -0.826444 -3.282833 3.243304 0.1 0.5 -0.1
O -2.804852 -3.987150 2.040528 -0.5 0.6 -0.2
O -1.800435 -1.806805 1.461078 0.3 0.0 -0.3
H 2.498775 0.619121 2.317635 0.0 0.1 -0.1
H 2.162869 1.602870 3.770735 0.1 0.2 -0.2
H 2.820450 0.003629 3.936990 0.2 0.0 -0.1
H 0.645635 -0.742432 4.234034 0.1 -0.1 0.0
H 0.045973 0.832919 3.787896 -0.1 0.0 0.0
H 0.425024 0.192455 1.382299 -0.1 0.0 -0.1
H -2.872307 1.450322 0.062181 0.0 0.1 0.2
H -3.332852 -0.204009 0.325692 0.1 -0.2 0.2
H -0.621080 -0.351004 -0.511289 0.1 0.1 0.1
H -1.445978 -1.591210 -2.301427 -0.1 -0.1 -0.2
H -2.699406 -1.751606 -1.050211 0.1 -0.3 -0.1
H -2.975126 -0.672275 -2.396033 0.1 0.0 -0.2
H -2.067014 1.718992 -2.217686 -0.2 0.0 0.1
H -0.944368 3.242383 -0.840833 -0.1 0.0 0.2
H 0.542262 2.579783 -1.473440 0.1 0.0 0.0
H -0.104928 1.946897 0.019115 -0.1 0.0 0.1
H 0.349632 1.563827 -3.339996 -0.1 0.1 -0.3
H 0.440128 0.059923 -2.481173 0.2 0.0 -0.1
H -0.817669 0.225735 -3.681239 0.0 0.2 -0.2
H -2.987838 0.030724 3.387024 0.1 0.3 0.3
H -1.609285 -0.595668 4.398806 0.2 0.2 -0.1
C 3.651931 0.505041 -3.524778 0.0 0.0 0.0
O 2.688344 1.012594 -2.978232 0.3 0.0 0.0
N 4.140027 -0.718622 -3.156725 0.0 0.0 0.0
N 4.319851 1.117034 -4.550388 0.0 0.0 0.0
H 4.928979 -1.155650 -3.592117 0.0 0.0 0.0
H 3.671524 -1.192585 -2.407860 0.0 0.0 0.0
H 3.984980 2.014989 -4.843059 0.0 0.0 0.0
H 5.112274 0.716874 -5.013990 0.0 0.0 0.0

---

Entry 3:
45
Properties=species:S:1:pos:R:3:forces:R:3 method="wB97M-V/def2-TZVPD" energy_ev=-99523.226 e_homo_ev=-15.55 charge=+2 fmax_ev_per_a=2.89 homo_lumo_gap_ev=7.793
C -0.361231 -0.060631 -3.183891 -1.1 -0.1 -1.0
I -2.459194 0.014239 -2.175913 2.1 -0.2 -0.5
H 0.551372 -0.067192 -2.570135 -0.9 0.1 0.3
H -0.395339 0.807079 -3.848425 0.0 -0.3 0.2
H -0.424937 -0.988066 -3.756396 -0.1 0.2 0.1
Ga -0.736901 0.033187 -0.206717 -0.6 0.0 2.8
P 0.354478 2.120607 -0.501914 -0.1 1.4 0.0
C -0.936203 3.320482 -0.960642 0.0 -0.1 0.1
C 1.163877 2.805885 0.969999 -0.1 -0.4 0.3
H 1.665932 3.747362 0.699849 -0.2 -0.3 0.0
H 1.990096 3.286109 -1.824777 -0.1 -0.3 0.0
H 1.902213 2.083450 1.343497 -0.1 0.3 0.0
H 2.445181 1.570705 -1.579949 -0.1 0.2 -0.2
H -1.619956 3.416533 -0.107120 0.1 0.0 -0.2
H 0.404618 2.992348 1.740507 0.2 0.0 -0.2
C 1.614210 2.253794 -1.805473 0.0 -0.5 -0.1
H -0.464223 4.288839 -1.178211 -0.1 -0.3 0.0
H 1.182151 1.997155 -2.779584 0.3 0.2 0.2
H -1.490966 2.969781 -1.839166 0.1 0.2 0.1
P 0.379104 -2.077392 -0.278182 -0.2 -1.3 0.0
C -0.893645 -3.375862 -0.399990 0.0 0.2 0.1
C 1.539808 -2.450474 -1.636160 0.0 0.5 -0.1
H 2.120503 -1.675991 1.326948 0.0 -0.2 0.0
H 1.798628 -3.422753 1.115896 -0.1 0.2 -0.1
H 0.684552 -2.420040 2.084696 0.1 0.0 -0.1
C 1.339062 -2.432992 1.209737 0.0 0.4 0.2
H 2.408201 -1.782727 -1.557254 -0.1 -0.2 -0.1
H 1.874308 -3.491198 -1.512193 -0.1 0.3 0.0
H -0.398087 -4.332645 -0.612578 -0.1 0.2 0.0
H -1.602401 -3.142321 -1.202816 0.1 -0.1 0.1
H 1.065333 -2.322838 -2.616678 0.2 -0.2 0.3
H -1.424912 -3.421065 0.559046 0.1 0.0 -0.3
C -4.043971 -0.324678 0.404270 -2.8 0.5 0.7
O -5.086730 -0.077110 0.791655 2.2 -0.5 -0.6
O -1.905480 2.443524 1.936847 0.3 -1.7 0.0
C -1.872672 1.325961 2.452868 0.0 1.3 0.1
C -2.126129 1.052485 3.926721 -0.1 0.3 0.1
C -1.980282 -0.438015 4.074691 0.1 -0.6 0.0
C -1.721160 -0.951657 2.657457 -0.2 -0.8 0.7
O -1.660618 -2.137069 2.357264 0.3 1.3 -0.4
N -1.588441 0.133217 1.790056 1.0 -0.1 -1.7
H -1.383050 1.567480 4.553604 -0.4 0.2 -0.4
H -3.128089 1.401385 4.207599 0.3 0.1 -0.1
H -1.115396 -0.680589 4.717954 -0.4 -0.2 -0.4
H -2.872416 -0.925699 4.495202 0.4 0.0 -0.2

---

Entry 4:
45
Properties=species:S:1:pos:R:3:forces:R:3 method="wB97M-V/def2-TZVPD" de_lowest_kcal_mol=112.5 energy_ev=-46370.237 e_homo_ev="-12.52 / -8.09" charge=+1 fmax_ev_per_a=3.84 homo_lumo_gap_ev="9.726 / 5.180"
C -0.866650 -3.909885 -1.696175 -0.2 0.7 -0.7
C -0.983267 -2.535883 -1.381965 0.3 -1.4 0.6
N 0.117633 -1.741363 -1.376456 -0.7 -0.3 -1.1
C 1.238222 -2.185340 -1.988110 -0.2 -0.5 0.1
C 1.343141 -3.453975 -2.554752 -0.2 -0.2 0.9
C 0.301732 -4.354945 -2.328391 -0.3 0.3 -0.5
C -2.398105 -1.966011 -1.105102 1.1 -0.2 -1.1
P -2.331338 -0.223198 -0.433322 -1.4 -1.2 -0.3
Sn -0.211832 1.117682 -1.140094 0.2 -0.7 0.6
P 2.235859 0.216591 -1.080350 1.7 0.3 0.9
C 2.446083 -1.287533 -2.084123 0.2 0.8 0.1
O -1.332981 -4.638857 3.569391 -1.2 2.7 -0.1
O 2.060576 -2.298990 2.127450 -0.2 -0.1 2.2
H -1.759526 -4.549744 -1.637503 0.6 0.3 0.1
H 2.287982 -3.745613 -3.019088 -0.5 0.0 0.0
H 0.337217 -5.341801 -2.793820 0.1 0.1 0.5
C -3.962480 0.121332 -1.165616 -0.2 0.2 0.4
C -2.534127 -0.181960 1.377478 -0.1 0.0 0.5
H 3.369762 -1.781043 -1.770344 -0.1 -0.2 0.0
H 2.620527 -0.941523 -3.105214 -0.2 -0.2 -0.2
H -3.134425 -2.697348 -0.647271 1.1 0.9 -0.1
H -2.806570 -1.811287 -2.163296 0.4 -0.1 1.3
C 3.419469 1.491405 -1.571522 0.3 0.2 -0.8
C 2.921398 -0.214508 0.526207 -0.5 -0.5 0.5
H 1.377043 -1.866750 2.718613 1.4 -0.9 -0.8
H 2.887517 -2.400132 2.677374 -1.5 0.1 -0.7
H -1.792115 -3.686580 3.605723 1.5 -3.5 -0.6
H -1.286921 -4.972110 2.648913 -0.3 0.8 0.7
H -0.706191 1.666210 -2.687164 -0.5 0.7 -1.0
H 0.182844 -0.965576 5.086374 0.0 0.0 0.0
H -4.585984 -0.740550 -0.859846 -0.1 0.7 -0.3
H -4.364640 1.075311 -0.798221 -0.1 -0.3 -0.4
H -3.789921 0.099224 -2.257622 -0.4 0.3 0.6
H -3.611519 -0.143297 1.600888 0.4 -0.2 0.1
H -2.052950 -1.009616 1.922366 -0.3 0.1 -0.5
H -2.064367 0.726403 1.781102 -0.2 -0.1 -0.3
H 4.002503 -0.421985 0.521174 -0.3 0.3 -0.3
H 2.673419 0.522469 1.296032 0.2 0.2 -0.3
H 2.424654 -1.120358 0.897759 0.3 0.3 -0.5
H 4.442151 1.099178 -1.610051 -0.2 0.1 0.0
H 3.156643 1.891289 -2.551884 0.1 0.0 -0.1
H 3.398223 2.332720 -0.866019 -0.1 -0.4 0.0
O 0.039927 3.899642 2.167982 0.0 -1.0 -0.9
C 0.032902 2.963192 1.445644 -0.1 0.8 0.7
N 0.020698 1.959278 0.770356 0.0 0.9 0.6

---

Entry 5:
42
Properties=species:S:1:pos:R:3:forces:R:3 method="wB97M-V/def2-TZVPD" de_lowest_kcal_mol=10.8 energy_ev=-21415.282 smiles="CC[C@H](C)[C@H](N)C(=O)NCCN1CCOCC1" e_homo_ev=-8.76 charge=0 fmax_ev_per_a=0.57 homo_lumo_gap_ev=9.635
C 3.423251 -2.148221 -2.159813 0.0 -0.1 0.2
C 2.824286 -2.122300 -0.756792 -0.1 0.2 -0.2
H 2.633588 -3.143664 -0.419781 0.0 -0.1 0.1
H 3.566488 -1.697845 -0.077138 0.0 -0.1 0.1
C 1.528901 -1.291885 -0.663642 0.0 -0.2 0.4
C 1.498580 -0.463502 0.618234 -0.1 0.0 -0.2
H 0.606434 0.159441 0.652676 0.0 0.1 0.1
H 1.500501 -1.114433 1.489937 0.0 -0.1 0.2
H 2.373388 0.183016 0.668195 0.1 0.0 0.0
H 1.504847 -0.609708 -1.519763 0.0 0.0 0.0
C 0.276679 -2.188729 -0.734439 0.1 0.1 0.1
N 0.147303 -2.776950 -2.067188 0.1 -0.2 -0.1
H -0.735271 -3.273871 -2.136157 0.1 -0.1 0.0
H 0.885569 -3.456624 -2.214600 -0.1 0.0 0.0
C -1.001201 -1.388718 -0.470106 0.4 -0.3 -0.3
O -1.746989 -1.627640 0.459146 -0.2 -0.1 0.4
N -1.243900 -0.449598 -1.401845 0.0 0.3 -0.3
H -0.561728 -0.321663 -2.131282 0.0 -0.1 0.0
C -2.328704 0.492345 -1.303340 0.0 0.3 0.2
H -3.087031 0.041002 -0.661728 0.0 0.1 -0.1
H -2.758618 0.658184 -2.295448 0.0 0.0 0.1
C -1.873877 1.844042 -0.736093 -0.1 -0.2 0.0
N -1.247228 1.735417 0.569031 -0.1 0.1 -0.1
C -2.178666 1.317249 1.609380 0.1 -0.1 0.3
C -1.448870 1.222274 2.947048 -0.3 -0.2 -0.2
O -0.841883 2.442233 3.306254 -0.1 0.1 0.1
C 0.062296 2.841718 2.307360 0.1 0.2 -0.3
C -0.630951 2.996762 0.953729 0.2 -0.1 0.3
H 0.109396 3.273907 0.198639 0.0 0.0 0.0
H -1.381882 3.804472 1.025313 0.0 0.0 0.0
H 0.481043 3.796579 2.631646 0.0 -0.1 -0.1
H 0.869497 2.099547 2.216400 0.0 0.1 0.0
H -2.152378 0.981977 3.745303 0.0 -0.1 -0.1
H -0.688748 0.431298 2.882076 0.0 0.0 0.0
H -2.560602 0.326583 1.369114 -0.1 0.0 0.0
H -3.018201 2.029347 1.696916 0.0 0.0 0.0
H -2.748485 2.520703 -0.716953 0.1 0.0 0.0
H -1.129816 2.273649 -1.415621 -0.1 0.0 0.0
H 0.340980 -2.943562 0.068591 -0.1 0.2 -0.1
H 2.704105 -2.509128 -2.890157 0.0 0.0 -0.1
H 3.730688 -1.148112 -2.456584 0.0 0.1 -0.1
H 4.297209 -2.795591 -2.186522 0.1 0.0 -0.1